C23H22N6NaO3 | the ωB97M-V functional and the def2-TZVPD basis

Properties
net charge	-1
energy above the lowest of the compared OMol25 structures with the same formula, charge and spin	16.19	kcal per mole

The geometry in XYZ format:
```
55
C23H22N6NaO3 the ωB97M-V functional and the def2-TZVPD basis
Na 0.84 0.53 0.90
O 1.04 -1.38 4.42
C 0.92 -1.15 3.19
N -0.05 -0.54 2.54
C -1.12 -0.05 3.37
C -2.14 0.74 2.55
C -3.08 1.57 3.18
C -4.00 2.25 2.42
C -3.99 2.11 1.03
C -3.03 1.27 0.49
N -2.12 0.61 1.22
C 2.07 -1.59 2.27
C 3.29 -1.96 2.84
C 4.34 -2.31 2.01
C 4.15 -2.30 0.63
C 2.91 -1.93 0.15
N 1.88 -1.59 0.94
H -0.77 0.58 4.20
H -1.66 -0.86 3.88
H -3.05 1.67 4.26
H -4.73 2.91 2.89
H -4.69 2.63 0.40
H -2.95 1.15 -0.59
H 3.36 -1.95 3.92
H 5.30 -2.57 2.43
H 4.95 -2.55 -0.05
H 2.72 -1.89 -0.93
N -0.11 3.17 0.66
C 1.32 3.57 0.83
C 2.10 2.72 -0.18
O 2.23 3.22 -1.33
O 2.42 1.55 0.21
H -0.38 3.35 -0.30
H -0.72 3.73 1.24
H 1.63 3.31 1.84
H 1.52 4.62 0.64
N 0.47 1.21 -2.42
C -0.03 0.27 -3.27
C -0.19 0.42 -4.64
C -0.77 -0.61 -5.41
C -1.18 -1.79 -4.86
C -1.01 -1.99 -3.46
C -1.36 -3.18 -2.77
C -1.12 -3.30 -1.43
C -0.50 -2.23 -0.74
N -0.17 -1.11 -1.34
C -0.43 -0.98 -2.68
H 1.08 1.96 -2.70
H 0.64 0.87 -1.49
H 0.13 1.35 -5.11
H -0.89 -0.46 -6.48
H -1.63 -2.58 -5.46
H -1.81 -4.00 -3.33
H -1.38 -4.20 -0.89
H -0.27 -2.28 0.33
```

C4H11INO | the ωB97M-V functional and the def2-TZVPD basis

Properties
net charge	+1
energy above the lowest of the compared OMol25 structures with the same formula, charge and spin	49.78	kcal per mole

The geometry in XYZ format:
```
18
C4H11INO the ωB97M-V functional and the def2-TZVPD basis
C -1.38 -0.34 1.61
C 2.56 2.18 -0.29
C -1.37 -0.21 0.10
C -0.35 -0.98 -0.77
N -1.82 -1.48 -0.53
O 0.55 -1.69 -0.12
I 0.00 -0.21 -2.75
H -2.34 -0.39 2.00
H -0.59 -0.95 2.06
H -1.04 0.59 1.98
H 3.54 2.23 -0.74
H 1.96 1.28 -0.73
H 2.10 3.11 -0.35
H -1.71 0.72 -0.31
H 2.75 1.98 0.78
H -2.57 -1.65 -1.20
H -1.62 -2.33 0.00
H 1.33 -1.85 -0.73
```

C2H4N4O | the ωB97M-V functional and the def2-TZVPD basis

Properties
SMILES string	Nc1n[nH]c(O)n1
net charge	0
energy above the lowest of the compared OMol25 structures with the same formula, charge and spin	10.50	kcal per mole

The geometry in XYZ format:
```
11
C2H4N4O the ωB97M-V functional and the def2-TZVPD basis
N -2.26 0.32 0.10
C -0.88 0.15 0.02
N -0.19 1.00 -0.74
N 1.07 0.51 -0.63
C 1.07 -0.57 0.14
O 2.23 -1.24 0.17
N -0.14 -0.86 0.59
H -2.46 1.12 -0.49
H -2.65 0.48 1.02
H 1.87 0.86 -1.14
H 2.35 -1.77 0.96
```

C43H62BrN2O21 | the ωB97M-V functional and the def2-TZVPD basis

Properties
net charge	-1

The geometry in XYZ format:
```
129
C43H62BrN2O21 the ωB97M-V functional and the def2-TZVPD basis
C -0.09 -3.93 1.16
C -1.49 -4.55 1.56
C -2.34 -4.84 0.24
C -3.25 -3.58 -0.18
C -2.62 -2.98 -1.50
C -3.42 -1.77 -2.15
C -4.68 -1.27 -1.33
C -4.32 -0.28 -0.14
C -3.56 1.03 -0.59
C -2.60 1.65 0.51
C -1.19 0.92 0.73
N -1.14 0.64 2.18
C -1.59 -0.69 2.62
C -2.57 -0.48 3.86
C -3.41 -1.77 4.24
C -4.87 -1.59 3.62
N -1.13 -0.14 -0.27
C -0.28 0.16 -1.41
O -0.12 -0.48 -2.40
C 0.32 1.61 -1.04
Br -0.87 2.75 -2.19
C 1.76 1.97 -1.69
O 2.59 2.66 -1.08
O 2.04 1.48 -2.89
C 0.17 1.78 0.52
C 0.11 3.34 0.82
C 0.94 3.80 2.07
O 2.33 4.00 1.76
O 1.25 1.35 1.38
C 1.85 0.14 1.04
O 1.31 -0.94 1.02
C 3.41 0.09 0.74
C 4.28 0.16 1.94
C 5.80 0.06 1.81
C 6.33 -0.08 0.45
C 5.44 -0.13 -0.71
C 3.98 -0.06 -0.58
H 0.42 -3.46 2.04
H 0.61 -4.67 0.68
H -0.25 -3.11 0.41
H -2.01 -3.78 2.20
H -1.30 -5.49 2.14
H -2.99 -5.72 0.49
H -1.64 -5.11 -0.60
H -4.29 -3.98 -0.34
H -3.23 -2.90 0.70
H -2.60 -3.83 -2.25
H -1.55 -2.71 -1.30
H -2.69 -0.97 -2.41
H -3.82 -2.16 -3.14
H -5.36 -2.09 -0.98
H -5.31 -0.66 -2.05
H -3.84 -0.85 0.69
H -5.32 0.06 0.27
H -3.08 0.95 -1.60
H -4.36 1.81 -0.74
H -3.17 1.56 1.48
H -2.56 2.74 0.28
H -1.46 1.41 2.76
H -2.02 -1.36 1.83
H -0.69 -1.23 3.04
H -1.88 -0.26 4.74
H -3.18 0.45 3.73
H -3.41 -1.84 5.36
H -2.86 -2.66 3.82
H -4.84 -0.71 2.94
H -5.62 -1.40 4.42
H -5.10 -2.52 3.03
H -0.95 -1.10 0.01
H -0.92 3.75 0.97
H 0.55 3.92 -0.05
H 0.78 3.21 3.00
H 0.56 4.85 2.32
H 2.33 4.42 0.88
H 3.85 0.29 2.96
H 6.44 0.08 2.73
H 7.43 -0.19 0.34
H 5.92 -0.26 -1.71
H 3.31 -0.10 -1.48
C 2.63 5.20 -4.36
C 2.12 3.98 -5.04
O 0.95 4.44 -5.70
C 1.09 5.78 -5.88
O 0.36 6.45 -6.55
O 2.17 6.26 -5.20
H 3.72 5.22 -4.28
H 2.20 5.34 -3.36
H 2.82 3.59 -5.79
H 1.89 3.17 -4.33
C 4.55 3.56 4.15
C 5.42 4.77 3.97
O 6.70 4.30 4.41
C 6.69 2.95 4.27
O 7.66 2.26 4.38
O 5.45 2.49 3.98
H 3.76 3.51 3.41
H 4.11 3.51 5.15
H 5.50 5.08 2.93
H 5.08 5.62 4.57
C 1.79 -7.45 4.59
C 1.68 -5.95 4.47
O 0.39 -5.77 3.89
C -0.34 -6.88 4.19
O -1.51 -6.99 3.99
O 0.44 -7.85 4.74
H 2.38 -7.75 5.45
H 2.21 -7.91 3.69
H 1.70 -5.45 5.44
H 2.46 -5.52 3.84
C 4.97 2.08 -4.37
C 6.29 1.41 -4.12
O 7.17 2.09 -5.02
C 6.61 3.31 -5.28
O 7.17 4.18 -5.87
O 5.35 3.39 -4.79
H 4.35 2.13 -3.47
H 4.41 1.60 -5.17
H 6.65 1.57 -3.10
H 6.26 0.35 -4.32
C -9.30 -0.90 -4.52
C -8.42 0.31 -4.67
O -7.16 -0.15 -4.21
C -7.14 -1.50 -4.35
O -6.18 -2.18 -4.21
O -8.38 -1.97 -4.67
H -10.09 -0.95 -5.27
H -9.76 -0.96 -3.52
H -8.33 0.63 -5.71
H -8.77 1.16 -4.07
```

Number 1: Kohn-Sham gap 0.2659 Eh. Number 2: Kohn-Sham gap 0.3674 Eh. Number 3: Kohn-Sham gap 0.3422 Eh. Number 4: Kohn-Sham gap 0.2858 Eh.